1.
Below is a single C16H23N3O3 molecule, with properties calculated with wB97M-V/def2-TZVPD.

For the total energy, the calculation gives -1013.53063 Eh. As for the LUMO energy: 0.01881 Ha. As for the gap between HOMO and LUMO: 8.95 eV. Its charge is 0. As for the SMILES: CCOC(=O)c1cc(NC(=O)N2CCCCC2)c(C)nc1C.

Positions of all 45 atoms, in Å:
C  -2.5490  0.4577  4.6055
C  -3.3180  0.1723  3.3233
O  -2.7758  0.8960  2.2195
C  -1.7295  0.3508  1.5923
O  -1.2527  -0.7192  1.8958
C  -1.2014  1.1769  0.4802
C  0.0824  0.8491  0.0466
C  0.6675  1.5305  -1.0116
N  1.9232  1.2138  -1.5182
C  2.7796  0.2228  -1.0001
O  3.9137  0.5191  -0.6759
N  2.2815  -1.0311  -0.9355
C  1.1446  -1.5145  -1.6980
C  0.5587  -2.7436  -1.0118
C  1.5644  -3.9025  -1.0202
C  3.0014  -3.3701  -1.0594
C  3.1000  -2.0549  -0.3010
C  -0.0757  2.5853  -1.5770
C  0.4801  3.4209  -2.6867
N  -1.2907  2.8828  -1.1598
C  -1.8771  2.2152  -0.1749
C  -3.2693  2.6508  0.1467
H  -3.0220  -0.0567  5.4370
H  -2.5373  1.5262  4.8073
H  -1.5250  0.1052  4.5094
H  -4.3537  0.5099  3.4020
H  -3.2890  -0.8984  3.0954
H  0.6121  0.0632  0.5628
H  2.4539  2.0203  -1.8252
H  1.4665  -1.7751  -2.7160
H  0.3843  -0.7386  -1.7773
H  0.2930  -2.4744  0.0114
H  -0.3602  -3.0342  -1.5216
H  1.3944  -4.5429  -1.8873
H  1.4180  -4.5126  -0.1282
H  3.6862  -4.0931  -0.6159
H  3.3180  -3.2073  -2.0910
H  4.1285  -1.6873  -0.2771
H  2.7611  -2.1975  0.7326
H  0.7864  2.7925  -3.5215
H  -0.2806  4.1205  -3.0187
H  1.3489  3.9836  -2.3441
H  -3.3032  3.1091  1.1328
H  -3.5875  3.3758  -0.5971
H  -3.9505  1.8033  0.1507

***

2.
Below is a molecular structure, C21H25FeN4O4 in a non-equilibrium geometry, with properties calculated with wB97M-V/def2-TZVPD.

Its spin multiplicity is 5. For the total energy, the calculation gives -2598.46342 Eh. As for the LUMO energy (alpha / beta): -0.10190 / -0.22288 Ha. As for the gap between HOMO and LUMO (alpha / beta): 6.34 / 4.25 eV. Its charge is +1.

Positions of all 55 atoms, in Å:
C  2.6948  -3.3142  -3.4935
O  3.5385  -2.1177  -3.7050
C  3.0480  -0.9773  -3.1033
C  1.6626  -0.7994  -2.8364
C  1.3831  -0.0603  -1.5355
C  2.5928  0.3727  -0.6674
C  3.7864  0.5597  -1.3460
C  3.9957  -0.0536  -2.6096
Fe  1.0286  -0.7790  -5.2717
C  -0.0665  0.5462  -4.9393
O  -0.6346  1.5211  -4.6411
C  0.3194  -1.4609  -6.6858
O  0.0478  -1.9022  -7.7272
C  2.0877  0.2385  -6.2416
O  2.8021  0.8078  -6.9530
H  1.8787  -3.3223  -4.2459
H  3.3213  -4.2124  -3.6245
H  2.2831  -3.2661  -2.4585
H  0.9391  -1.6269  -3.0047
H  0.8166  0.8527  -1.8082
H  0.7048  -0.7511  -0.9931
H  2.5036  0.5121  0.4063
H  4.5743  1.1708  -0.8957
H  4.9550  0.0275  -3.1050
C  1.3457  -0.7427  4.4666
N  0.0022  -0.3859  4.0570
C  -0.9519  -0.2759  5.1395
C  -2.3946  -0.1871  4.6932
N  -2.5564  0.3770  3.3823
C  -3.9127  0.7028  3.0440
C  -4.0697  0.8612  1.5528
N  -3.0034  1.6217  0.9522
C  -3.2365  2.0022  -0.4307
C  -1.7203  1.4875  1.4146
C  -0.5770  1.8173  0.6340
N  0.6009  1.2052  0.8130
C  0.8265  0.5116  1.9432
C  -0.1895  0.3310  2.9087
C  -1.5062  0.7973  2.6306
H  1.8572  -1.2619  3.6535
H  1.9399  0.1365  4.7560
H  1.2478  -1.4145  5.3213
H  -0.8128  -1.1685  5.7528
H  -0.7257  0.6093  5.7588
H  -2.8435  -1.1938  4.6910
H  -2.9456  0.4488  5.4042
H  -4.5433  -0.1239  3.3980
H  -4.2055  1.6382  3.5558
H  -4.1327  -0.1357  1.0884
H  -5.0066  1.3784  1.3351
H  -2.6909  2.9187  -0.6777
H  -2.9363  1.2110  -1.1396
H  -4.3105  2.1851  -0.5557
H  -0.6503  2.5620  -0.1638
H  1.8387  0.1213  2.1067

***

3.
Below is 12 unconnected molecules or ions with the total composition C30H66B6F24N7O5 in a non-equilibrium geometry, with properties calculated with wB97M-V/def2-TZVPD.

For the total energy, the calculation gives -4488.45581 Eh. As for the LUMO energy: -0.19185 Ha. As for the gap between HOMO and LUMO: 3.57 eV. Its charge is +1.

Positions of all 138 atoms, in Å:
C  -20.8856  -8.9755  16.4766
C  -19.5784  -8.2254  16.6257
O  -18.9382  -8.3664  17.6205
N  -19.0765  -7.5133  15.4007
H  -19.7893  -7.7591  14.7287
H  -19.1924  -6.5179  15.5266
C  -17.6179  -7.9193  15.0971
H  -21.6008  -8.7967  17.2795
H  -20.6441  -10.0292  16.3371
H  -21.2591  -8.6587  15.5028
H  -17.0631  -7.9650  16.0342
H  -17.2302  -7.0426  14.5785
H  -17.6952  -8.8248  14.4952
C  -8.6660  -11.5204  14.3369
C  -9.8268  -12.3341  13.7602
O  -10.3864  -13.2048  14.4765
N  -10.3451  -12.0417  12.3260
H  -10.4169  -11.0676  12.0688
H  -9.7080  -12.2568  11.5723
C  -11.6553  -12.8202  12.0558
H  -9.0616  -10.5050  14.3163
H  -7.7829  -11.5193  13.6979
H  -8.3843  -11.9423  15.3017
H  -11.3863  -13.8668  12.1989
H  -11.9955  -12.4890  11.0747
H  -12.3091  -12.4721  12.8554
C  -2.1853  -5.6403  8.0653
N  -2.8557  -5.0779  9.2598
C  -2.8992  -3.7447  9.4405
C  -3.1753  -3.2308  10.7236
C  -3.2655  -4.0598  11.8793
C  -3.3577  -5.4146  11.5959
C  -3.0849  -5.9097  10.3518
C  -3.0961  -3.5343  13.3491
C  -3.6528  -4.2040  14.4327
C  -3.3539  -3.8044  15.6905
N  -2.4810  -2.7740  15.9396
C  -2.0242  -2.0341  14.8817
C  -2.2593  -2.4121  13.5441
C  -2.0366  -2.5278  17.4026
H  -1.1535  -5.9250  8.2710
H  -2.2053  -4.8267  7.3402
H  -2.7751  -6.4329  7.6048
H  -2.7466  -2.9997  8.6736
H  -3.0594  -2.1672  10.8709
H  -3.4950  -6.2221  12.2998
H  -3.0558  -6.9636  10.1177
H  -4.2438  -5.0818  14.2170
H  -3.7602  -4.3380  16.5369
H  -1.3514  -1.2327  15.1492
H  -1.5498  -2.1139  12.7864
H  -2.8778  -2.7325  18.0650
H  -1.8240  -1.4746  17.5861
H  -1.1957  -3.2160  17.4883
C  -6.5967  -24.1032  16.3654
C  -6.3253  -22.6374  16.1124
C  -6.9648  -22.1914  14.7712
O  -6.7257  -20.7825  14.7842
C  -7.9344  -20.0757  14.5316
N  -6.7601  -21.8072  17.3228
H  -6.8816  -20.8663  16.9762
H  -7.6975  -22.0457  17.6135
H  -6.1239  -21.8553  18.1058
H  -6.0959  -24.4468  17.2705
H  -6.3129  -24.8233  15.5980
H  -7.6394  -24.2510  16.6469
H  -5.2553  -22.4315  16.0858
H  -7.9989  -22.5317  14.7173
H  -6.4152  -22.7540  14.0165
H  -8.4287  -20.4216  13.6238
H  -7.6592  -19.0220  14.5784
H  -8.6321  -20.3130  15.3348
C  -13.4732  -15.5697  21.2011
C  -12.4979  -14.5348  21.6989
C  -10.9732  -14.8843  21.7444
O  -10.0531  -13.8763  22.1414
C  -8.8099  -14.3931  22.5493
N  -12.7054  -13.1779  21.0601
H  -13.0541  -13.2809  20.1179
H  -13.2862  -12.6170  21.6669
H  -11.8457  -12.6504  21.0066
H  -13.1703  -16.0898  20.2923
H  -14.3639  -15.1020  20.7815
H  -13.8044  -16.4081  21.8139
H  -12.6613  -14.2201  22.7296
H  -10.7683  -15.2616  20.7425
H  -10.9302  -15.6555  22.5134
H  -8.4494  -15.0388  21.7485
H  -8.8195  -14.8424  23.5424
H  -8.1956  -13.5438  22.8483
C  -13.3630  -20.1060  6.1027
C  -13.8684  -21.3738  5.4125
C  -13.6881  -21.3409  3.9269
O  -14.2499  -22.4815  3.3295
C  -14.3397  -22.4339  1.8995
N  -12.9880  -22.5404  5.8533
H  -13.2386  -23.3785  5.3483
H  -12.0231  -22.3292  5.6422
H  -12.9580  -22.8802  6.8039
H  -13.8585  -19.2316  5.6808
H  -12.2743  -20.0762  6.0589
H  -13.8211  -19.9961  7.0857
H  -14.8897  -21.6101  5.7111
H  -12.6223  -21.3420  3.6986
H  -14.1185  -20.4262  3.5193
H  -15.3239  -22.0164  1.6870
H  -14.4222  -23.4274  1.4586
H  -13.4291  -22.1149  1.3924
B  -10.7762  -6.1662  11.3719
F  -11.7179  -5.1580  11.0361
F  -10.2243  -6.9195  10.3885
F  -9.8199  -5.7348  12.1978
F  -11.5601  -7.1443  12.0058
B  -10.6791  -6.7028  19.2642
F  -11.0507  -5.5540  19.8355
F  -11.5194  -7.0367  18.2767
F  -9.5206  -6.5501  18.6234
F  -10.4167  -7.7954  20.1726
B  -16.3082  -12.2526  5.5411
F  -16.5690  -11.8367  4.2461
F  -15.9662  -11.1940  6.3036
F  -17.2728  -13.0038  6.0813
F  -15.1205  -12.9650  5.4592
B  -16.9520  -14.7861  15.6409
F  -16.2855  -13.6583  16.2209
F  -16.0151  -15.6823  15.3911
F  -17.9720  -15.3510  16.4364
F  -17.4557  -14.3203  14.4482
B  -1.4000  -10.2777  18.7861
F  -1.9200  -11.3702  19.4214
F  -1.8442  -9.1257  19.4327
F  -0.0544  -10.2208  18.9791
F  -1.7746  -10.1258  17.5049
B  -5.9724  -12.9357  9.0923
F  -6.1866  -11.6396  9.3384
F  -7.1413  -13.7730  9.0193
F  -5.2286  -12.9372  7.9825
F  -5.2897  -13.5198  10.1499

***

4.
Below is 7 unconnected molecules or ions with the total composition C25H65BF3N4O16P2 in a non-equilibrium geometry, with properties calculated with wB97M-V/def2-TZVPD.

For the total energy, the calculation gives -3421.40884 Eh. As for the LUMO energy: 0.07688 Ha. As for the gap between HOMO and LUMO: 6.41 eV. Its charge is -1.

Positions of all 116 atoms, in Å:
C  3.6560  -0.9660  0.0752
C  2.2860  -1.0132  -0.7065
C  1.0129  -1.3754  0.1144
C  1.4724  -2.0133  1.4624
P  -0.3821  -0.0678  0.2978
C  0.9286  1.2470  0.8129
C  1.4762  2.2826  -0.1990
C  2.9077  2.7568  0.2716
C  3.6529  3.3927  -0.9524
C  4.1254  2.3388  -1.9821
C  5.1269  2.8896  -3.0530
O  6.4266  2.3340  -2.8838
C  6.4717  1.0115  -3.3746
C  -1.6307  1.4355  0.5675
O  -2.9325  1.2562  -0.0382
O  -3.3780  2.4925  -0.4981
C  -0.5118  0.3466  -1.5599
C  -1.2881  -0.6136  -2.5048
N  -2.7496  -0.4737  -2.5188
N  -0.8219  -2.0030  -2.5349
N  -0.9186  -0.0657  -3.9079
O  -0.5534  -0.2473  2.0965
C  -1.5856  -0.9867  2.5192
F  -1.1856  -2.1160  3.3905
B  -2.5555  -0.2716  3.6304
O  -2.7398  1.0905  3.7626
O  -3.2180  -1.0632  4.6181
C  -2.3002  -1.6747  1.2584
N  -2.4456  -3.1577  1.1597
C  -1.2713  -3.9609  1.0748
O  -0.8194  -4.3518  0.0942
F  -0.6930  -4.4288  2.2032
C  -3.2795  -3.6122  0.0930
O  -3.2958  -3.3129  -1.0094
F  -4.1627  -4.5858  0.4999
P  -4.1225  -1.1113  1.6072
C  -5.0197  -2.4530  2.5717
O  -4.9154  -0.8879  0.1712
O  -1.6946  -1.1824  0.1424
H  3.6080  -0.3881  1.0094
H  4.4686  -0.5726  -0.5681
H  3.9755  -1.9943  0.3368
H  2.2989  -0.0900  -1.3046
H  2.4550  -1.8341  -1.4399
H  0.5150  -2.2153  -0.4116
H  2.1527  -2.8628  1.2409
H  1.9196  -1.2910  2.1564
H  0.6348  -2.4927  1.9898
H  1.7820  0.7872  1.3520
H  0.4424  1.8344  1.6216
H  1.6095  2.0190  -1.2555
H  0.8663  3.2058  -0.1448
H  2.8547  3.4968  1.0897
H  3.4962  1.8999  0.6514
H  4.5294  3.9911  -0.6371
H  2.9069  4.0682  -1.4219
H  4.4958  1.4029  -1.5341
H  3.2230  2.0449  -2.5596
H  4.7622  2.5568  -4.0514
H  5.1092  3.9911  -3.0640
H  7.4206  0.5542  -3.0424
H  6.4145  0.9593  -4.4831
H  5.6521  0.3893  -2.9658
H  -1.2417  2.3839  0.1425
H  -1.7932  1.6685  1.6404
H  -3.5933  3.0279  0.2839
H  -0.9378  1.3451  -1.7629
H  0.4735  0.4019  -2.0707
H  -3.0979  -1.2880  -3.0288
H  -2.9581  0.3300  -3.1063
H  0.0564  -2.0879  -3.0376
H  -1.4639  -2.6161  -3.0330
H  0.0852  -0.1682  -4.0668
H  -1.3623  -0.7063  -4.5691
H  -3.5735  1.2970  4.2014
H  -2.5839  -1.2494  5.3250
H  -5.6493  -1.9631  3.3313
H  -4.3048  -3.1664  3.0022
H  -5.6986  -2.9512  1.8525
H  -5.1661  0.0498  0.0951
C  2.2789  0.5519  5.3252
O  2.1157  -0.0966  4.0752
H  3.3165  0.8699  5.4158
H  1.6285  1.4299  5.3824
H  2.0423  -0.1368  6.1427
H  1.1912  -0.3713  4.0118
C  -8.3217  0.7058  0.4976
O  -6.9869  1.1148  0.2119
H  -8.3747  -0.3790  0.4272
H  -8.5969  1.0171  1.5060
H  -9.0088  1.1497  -0.2291
H  -6.9590  2.0746  0.2786
C  0.4174  6.5557  -0.7666
O  0.0523  5.4261  0.0132
H  1.2195  6.2625  -1.4409
H  -0.4380  6.9008  -1.3542
H  0.7698  7.3640  -0.1188
H  -0.6571  5.6997  0.6037
C  -8.1172  1.5137  4.4235
O  -9.2170  1.6283  3.5233
H  -7.2266  1.8950  3.9289
H  -8.3076  2.1005  5.3259
H  -7.9584  0.4668  4.6920
H  -9.9946  1.2862  3.9762
C  5.3871  -2.3039  -4.5966
O  4.4373  -1.9621  -3.6002
H  5.4996  -1.4613  -5.2778
H  6.3500  -2.5222  -4.1293
H  5.0406  -3.1758  -5.1579
H  4.3559  -2.7231  -3.0135
C  6.8501  -5.5148  -2.6055
O  5.8385  -4.5195  -2.5134
H  6.7394  -6.0307  -3.5569
H  7.8392  -5.0511  -2.5607
H  6.7437  -6.2355  -1.7911
H  5.9519  -4.0739  -1.6660

***

5.
Below is a molecular structure, C3H3FeO2 in a non-equilibrium geometry, with properties calculated with wB97M-V/def2-TZVPD.

Its spin multiplicity is 6. For the total energy, the calculation gives -1529.36909 Eh. As for the LUMO energy (alpha / beta): -0.40734 / -0.48825 Ha. As for the gap between HOMO and LUMO (alpha / beta): 10.04 / 8.69 eV. Its charge is +2.

Positions of all 9 atoms, in Å:
O  -0.4922  1.0269  0.2578
C  1.1441  -0.7840  0.3088
C  -1.4466  -0.0156  -0.1346
C  -0.1289  -0.3776  0.2844
H  1.5267  -1.6741  -0.2630
H  -1.6954  -0.0036  -1.1988
H  -2.2895  -0.0902  0.5561
O  2.1081  0.1100  0.1022
Fe  1.2737  1.8082  0.0872

***

6.
Below is 2 unconnected molecules or ions with the total composition C3H7NO2 in a non-equilibrium geometry, with properties calculated with wB97M-V/def2-TZVPD.

For the total energy, the calculation gives -323.72773 Eh. As for the LUMO energy: 0.03227 Ha. As for the gap between HOMO and LUMO: 10.72 eV. Its charge is 0. As for the SMILES: CC=O.NC=O.

Positions of all 13 atoms, in Å:
C  2.7243  1.0951  -1.0686
C  3.8914  0.3298  -1.6037
O  3.9998  0.0960  -2.7776
H  2.3486  0.8172  -0.0775
H  1.8157  0.8487  -1.6335
H  2.8267  2.1752  -1.1505
H  4.6816  0.0231  -0.8932
N  -3.9785  -1.5572  1.4849
C  -3.4982  -0.2994  1.6400
O  -2.4165  0.0321  1.1897
H  -4.8461  -1.8569  1.8667
H  -3.4551  -2.1684  0.8696
H  -4.0938  0.4647  2.1536

***

Question: Which formula does entry 4 have?
Answer: C25H65BF3N4O16P2

***

Question: What is the charge in the first record?
Answer: 0